No. 1
Molecular formula: C34H29AsLiN2O3Te
Method: DFT, ωB97M-V with the def2-TZVPD basis set

Values from the calculation:
- 2S+1 = 1
- calculated total energy (eV) = -113191.8241
- orbital gap (eV) = 7.016
- net charge = -1
- ΔE to the lowest compared entry with this formula, charge and spin (kcal per mole) = 8.8

Each line ends with the Löwdin charge.
Positions of all 71 atoms, in Å:
Te  2.0482  -0.2909  0.2177  1.513
As  -2.1405  0.4258  -0.9719  1.424
O  -3.2270  -2.1818  -0.3142  -0.133
O  -0.3203  -0.7314  1.0461  -0.412
O  -0.5258  -0.5816  3.2714  0.017
N  -1.5073  -3.0948  0.9687  -0.046
N  -0.5188  -2.8129  -1.8053  -0.040
C  -1.6618  2.2992  1.0552  -0.185
C  -1.8311  -2.2340  2.0939  -0.155
C  0.3362  1.7502  -2.0127  -0.166
C  2.6065  -3.2304  0.9732  -0.148
C  2.9073  -2.7957  3.6929  -0.081
C  -5.6487  2.0953  -2.6474  -0.103
C  0.4897  3.3915  0.2242  -0.031
C  -3.3669  1.6240  -1.9889  -0.344
C  -2.9571  2.7369  -2.7171  -0.100
C  -1.8652  3.0295  2.2200  -0.023
C  6.7786  -0.1352  -1.3285  -0.115
C  -4.7257  1.3102  -1.9749  -0.120
C  -5.2273  3.2107  -3.3583  -0.116
C  -1.6233  -3.6679  -1.3134  -0.208
C  -0.6351  1.6653  -1.0274  -0.385
C  4.6229  -1.1997  -1.3746  -0.146
C  2.4753  -1.9410  1.4793  -0.500
C  -2.5785  1.3011  0.7018  -0.301
C  1.4511  3.4766  -0.7710  -0.102
C  2.9103  -4.2916  1.8147  -0.092
C  -0.8159  -1.0860  2.1934  -0.651
C  1.3776  2.6632  -1.8952  -0.118
C  -3.6780  1.0462  1.5017  -0.089
C  5.9385  -1.1297  -1.8103  -0.107
C  -3.8814  1.7898  2.6555  -0.085
C  -3.8776  3.5257  -3.3940  -0.102
C  3.0677  -4.0733  3.1749  -0.098
C  -0.5607  2.4867  0.1044  -0.200
C  4.1193  -0.2867  -0.4524  -0.485
C  4.9774  0.7035  0.0199  -0.155
C  -2.2275  -2.9120  -0.1187  -0.662
C  6.2949  0.7838  -0.4083  -0.108
C  -2.9736  2.7770  3.0117  -0.089
C  2.6182  -1.7357  2.8473  -0.125
Li  -0.0091  -2.2340  0.1447  0.472
H  -0.1281  -3.2062  -2.6527  0.069
H  3.0128  -2.6259  4.7571  0.101
H  -6.7012  1.8390  -2.6274  0.095
H  7.8054  -0.0787  -1.6686  0.092
H  -4.7486  1.6028  3.2766  0.096
H  2.2700  4.1793  -0.6748  0.097
H  -0.9230  -1.9116  -2.0609  0.024
H  -1.9071  2.9981  -2.7517  0.087
H  -2.8124  -1.7640  1.9507  0.101
H  -2.3944  -3.8537  -2.0680  0.103
H  2.1248  2.7438  -2.6754  0.099
H  3.9698  -1.9720  -1.7658  0.087
H  6.3131  -1.8439  -2.5340  0.094
H  0.5651  4.0338  1.0931  0.104
H  6.9474  1.5611  -0.0281  0.094
H  -5.9450  3.8299  -3.8825  0.091
H  -1.1629  3.8003  2.5131  0.102
H  -1.8251  -2.7945  3.0290  0.108
H  2.4927  -3.4047  -0.0917  0.089
H  3.3138  -4.8989  3.8313  0.095
H  2.4821  -0.7411  3.2511  0.098
H  -5.0489  0.4308  -1.4264  0.098
H  3.0281  -5.2890  1.4092  0.098
H  -4.3643  0.2554  1.2209  0.103
H  4.5967  1.4263  0.7336  0.084
H  -3.5384  4.3896  -3.9534  0.095
H  0.2686  1.1096  -2.8866  0.105
H  -3.1285  3.3471  3.9194  0.095
H  -1.1979  -4.6085  -0.9651  0.099

=====

No. 2
Molecular formula: C34H29BrNNdO6P2S2
Method: DFT, ωB97M-V with the def2-TZVPD basis set

Values from the calculation:
- 2S+1 = 4
- calculated total energy (eV) = -175075.5422
- orbital gap (spin up / spin down) (eV) = 7.437 / 7.425
- ΔE to the lowest compared entry with this formula, charge and spin (kcal per mole) = 15.7

Each line ends with the Löwdin spin population.
Positions of all 76 atoms, in Å:
Nd  -0.2713  1.4536  1.1962  3.033
Br  -0.9782  4.3362  -0.0175  -0.001
S  1.6137  -0.3118  2.4012  -0.006
S  1.7794  2.0474  -0.6685  -0.007
P  0.6837  -1.3606  0.9275  0.000
P  1.2205  0.2181  -1.3011  -0.001
O  1.0285  3.2011  2.2824  -0.001
O  -0.7721  1.8533  3.5337  0.000
O  1.5624  3.0764  4.4464  0.000
O  -2.4067  2.0026  2.0829  -0.003
O  -5.5443  3.9290  -2.5144  0.000
O  -1.2408  4.7719  3.2018  0.000
N  -2.4520  2.0606  -0.4977  -0.001
C  4.8839  -1.4845  -0.8842  0.000
C  -2.9183  -3.2961  3.0465  0.000
C  -2.1613  3.7956  3.6674  0.000
C  0.5752  0.5301  -2.9758  0.000
C  0.8968  3.5787  3.4327  0.000
C  -0.5308  1.2452  -5.4205  0.000
C  -0.6127  -3.3795  2.4035  0.000
C  -3.0571  -2.0780  2.4024  0.000
C  -4.6179  1.9432  -1.5055  0.000
C  -0.7439  -2.1652  1.7438  0.000
C  4.8392  -2.5341  -1.7860  0.000
C  -0.0747  -0.5579  -0.4163  -0.009
C  1.3697  -3.6639  -0.4340  0.000
C  -2.4671  3.3632  -0.7451  0.000
C  2.1065  -4.8037  -0.6880  0.000
C  -1.3303  1.1754  -4.2934  0.000
C  3.8180  -0.6098  -0.7834  0.000
C  -1.9749  -1.5165  1.7521  0.000
C  1.7377  -2.8227  0.6078  0.000
C  2.6574  -1.8382  -2.5063  0.000
C  -0.7798  0.8099  -3.0816  0.000
C  -1.6969  -3.9477  3.0475  0.000
C  1.3827  0.6396  -4.1001  0.000
C  0.0196  4.7685  3.8227  0.000
C  -3.5354  1.3735  -0.8627  0.000
C  -1.7780  2.4337  3.0752  -0.001
C  2.8413  -3.1288  1.3906  0.000
C  3.7316  -2.7021  -2.6014  0.000
C  2.7057  -0.7886  -1.5946  0.000
C  3.5696  -4.2763  1.1382  0.000
C  -3.4595  4.0348  -1.4290  0.000
C  3.2031  -5.1148  0.1000  0.000
C  0.8241  0.9779  -5.3203  0.000
C  -4.5774  3.3006  -1.8365  0.000
H  0.5168  5.6773  3.4617  0.000
H  3.7715  -6.0128  -0.0954  0.000
H  -3.3826  5.0888  -1.6440  0.000
H  -3.5284  0.3156  -0.6252  0.000
H  -1.5903  -4.8993  3.5494  0.000
H  1.4439  1.0462  -6.2024  0.000
H  -6.2730  3.3289  -2.7267  0.000
H  5.6707  -3.2199  -1.8595  0.000
H  0.5031  -3.4108  -1.0298  0.000
H  4.4189  -4.5237  1.7576  0.000
H  -2.3847  1.4055  -4.3564  0.000
H  -2.1683  3.7448  4.7628  0.000
H  -1.3965  0.7153  -2.1954  0.000
H  2.0613  2.2772  4.1847  0.000
H  -4.0064  -1.5606  2.4093  0.000
H  1.7759  -1.9634  -3.1248  0.000
H  3.1087  -2.4756  2.2071  0.000
H  -0.0651  4.8006  4.9166  0.000
H  -2.0981  -0.5639  1.2199  0.000
H  -0.9716  1.5046  -6.3721  0.000
H  0.3440  -3.8783  2.4042  0.000
H  -3.1351  4.1104  3.2904  0.000
H  1.8265  -5.4577  -1.5003  0.000
H  5.7474  -1.3508  -0.2521  0.000
H  3.8409  0.2215  -0.0883  0.000
H  -5.4773  1.3425  -1.7582  0.000
H  -3.7660  -3.7336  3.5497  0.000
H  2.4430  0.4477  -4.0186  0.000
H  3.7030  -3.5193  -3.3064  0.000

=====

No. 3
Molecular formula: C34H29Cl5InO3PS2
Method: DFT, ωB97M-V with the def2-TZVPD basis set

Values from the calculation:
- 2S+1 = 1
- calculated total energy (eV) = -140600.7242
- orbital gap (spin up / spin down) (eV) = 4.447 / 4.447
- net charge = -2
- ΔE to the lowest compared entry with this formula, charge and spin (kcal per mole) = 407.7

Each line ends with the Löwdin charge.
Positions of all 75 atoms, in Å:
In  0.6050  0.5735  1.0533  0.470
Cl  -2.7234  3.5430  4.6999  0.635
Cl  -4.5653  4.9169  2.6046  0.612
Cl  -4.6408  3.8503  -0.3513  0.633
Cl  -3.4429  0.9589  -0.8880  0.675
Cl  -0.4495  1.1112  4.0327  0.645
S  2.7453  0.4933  -0.2086  0.608
S  0.2093  2.7927  -0.0145  0.618
P  -0.4658  -1.9395  -1.1408  1.088
O  1.8240  2.0460  2.7805  -0.017
O  -1.6343  -2.3190  1.3683  -0.028
O  1.0797  -3.0391  2.2832  0.038
C  -3.6050  3.5473  2.1412  -0.704
C  2.0106  -2.8205  -2.3644  -0.068
C  2.9054  2.2450  -0.4036  -0.776
C  -1.4790  -4.5367  -1.2015  -0.070
C  -2.2833  1.2102  1.5251  -0.217
C  2.1863  4.6110  -0.6067  -0.155
C  -3.8886  -3.8574  -2.3901  -0.097
C  3.3397  -3.2229  -2.1932  -0.104
C  -0.6094  -1.5741  -3.9982  -0.127
C  -2.8961  -2.8985  -2.2241  -0.091
C  -0.2031  0.5092  -5.1311  -0.110
C  -2.4587  -5.5003  -1.3811  -0.093
C  0.8044  -2.5879  1.1733  -0.448
C  -2.7163  2.9411  3.0386  -0.640
C  -0.0636  1.1380  -3.9038  -0.073
C  3.0673  -3.1463  0.2008  -0.034
C  0.8810  3.6664  4.2631  -0.050
C  1.7491  -2.7769  0.0264  -0.222
C  4.3253  2.7034  -0.6578  -0.154
C  1.9072  3.1422  -0.3729  -0.764
C  3.8644  -3.3705  -0.9222  -0.098
C  -0.1950  0.4109  -2.7268  -0.109
C  -0.4824  -0.8522  -5.1765  -0.107
C  -0.5977  -2.3277  0.7258  -0.538
C  -1.9286  1.8656  2.6988  -0.263
C  -0.4601  -0.9500  -2.7568  -0.303
C  1.2196  -2.6110  -1.2535  -0.275
C  0.4765  0.6926  5.4223  -0.331
C  0.0094  -0.0931  2.9793  -0.489
C  -3.6706  -5.1609  -1.9713  -0.114
C  0.9528  2.3318  3.5457  -0.532
C  -1.6824  -3.2281  -1.6310  -0.301
C  -3.7465  3.0179  0.8666  -0.720
C  -3.1399  1.7887  0.6109  -0.680
H  -1.5963  0.4816  4.6012  0.047
H  -0.0931  0.9281  -1.7814  0.003
H  3.4512  -3.2418  1.2082  0.115
H  -0.5476  -4.7894  -0.7066  0.115
H  -2.1283  0.1274  1.5164  0.086
H  0.1493  2.1987  -3.8454  0.104
H  1.5538  0.7070  5.4163  -0.006
H  -0.5992  -1.3536  -6.1312  0.089
H  -4.4492  -5.9065  -2.0830  0.088
H  1.2542  5.1579  -0.7424  0.043
H  0.2522  -1.1064  3.2511  0.003
H  -0.0986  1.0741  -6.0506  0.088
H  4.4970  2.9171  -1.7193  0.071
H  -0.0663  0.3267  6.2839  -0.029
H  4.5604  3.6122  -0.0978  0.063
H  2.8085  4.7702  -1.4922  0.064
H  -2.2853  -6.5139  -1.0397  0.093
H  -0.8270  -2.6352  -4.0476  0.102
H  -0.8824  2.1529  4.7654  -0.044
H  2.7083  5.0576  0.2473  0.073
H  5.0285  1.9283  -0.3577  0.045
H  0.6472  3.5491  5.3168  0.058
H  0.1037  4.2835  3.8005  0.071
H  -3.0730  -1.8808  -2.5522  0.096
H  1.6188  -2.6609  -3.3603  0.091
H  -4.8355  -3.5793  -2.8377  0.093
H  4.9042  -3.6512  -0.7982  0.090
H  1.8469  4.1477  4.1278  0.081
H  3.9635  -3.3958  -3.0624  0.087